{"formula": "C3H8N2S", "method": "ωB97M-V/def2-TZVPD", "homo_energy_ev": -8.4, "gap_ev": 9.1, "smiles": "CCNNC=S", "lumo_energy_ha": 0.025, "relative_energy_kcal_mol": 58.63, "species": ["C", "C", "C", "H", "H", "H", "H", "H", "H", "H", "H", "N", "N", "S"], "positions_angstrom": [[-1.02, 1.18, 0.00], [-1.25, -0.28, -0.47], [1.81, -0.10, 0.27], [-0.76, 1.26, 1.07], [-1.82, 2.03, -0.05], [-0.09, 1.50, -0.59], [-2.26, -0.71, -0.15], [-1.09, -0.37, -1.59], [-0.42, -1.04, 1.26], [1.38, -1.88, -0.76], [1.48, 0.59, 0.95], [-0.35, -1.16, 0.27], [1.02, -1.16, -0.05], [3.38, 0.16, -0.16]]}


{"formula": "C24H47N3O2S", "method": "ωB97M-V/def2-TZVPD", "homo_energy_ev": -8.3, "gap_ev": 9.0, "smiles": "CC[C@H]1CC[C@@H](C(=O)N[C@H](CCSC)C(=O)NCCN(CC(C)C)CC(C)C)CC1", "lumo_energy_ha": 0.023, "relative_energy_kcal_mol": 4.03, "species": ["C", "H", "C", "H", "H", "C", "C", "C", "H", "H", "C", "C", "O", "N", "H", "C", "C", "O", "N", "H", "C", "H", "C", "N", "C", "H", "C", "C", "H", "H", "H", "C", "H", "H", "H", "H", "H", "C", "H", "C", "C", "H", "H", "H", "C", "H", "H", "H", "H", "H", "H", "H", "H", "H", "C", "C", "H", "H", "S", "C", "H", "H", "H", "H", "H", "C", "C", "H", "H", "H", "H", "H", "H", "H", "H", "H", "H"], "positions_angstrom": [[-5.81, -4.27, 1.17], [-6.33, -3.33, 1.32], [-4.29, -4.07, 1.18], [-3.81, -5.06, 1.12], [-3.99, -3.62, 2.12], [-3.78, -3.21, 0.02], [-2.25, -3.28, -0.05], [-1.70, -2.44, -1.20], [-0.61, -2.47, -1.18], [-2.03, -2.87, -2.15], [-2.17, -0.99, -1.13], [-1.53, -0.23, 0.02], [-0.96, -0.75, 0.96], [-1.65, 1.11, -0.08], [-2.13, 1.51, -0.87], [-1.21, 2.02, 0.96], [0.32, 2.24, 0.80], [0.80, 3.25, 0.33], [1.02, 1.18, 1.24], [0.50, 0.34, 1.47], [2.43, 1.02, 0.98], [2.85, 2.01, 0.80], [2.64, 0.11, -0.24], [4.02, -0.32, -0.37], [4.91, 0.77, -0.75], [5.53, 0.47, -1.60], [5.83, 1.20, 0.40], [6.80, 0.07, 0.75], [7.46, -0.14, -0.09], [7.41, 0.35, 1.60], [6.24, -0.83, 0.99], [6.59, 2.46, 0.02], [7.25, 2.77, 0.83], [5.90, 3.28, -0.19], [7.20, 2.29, -0.87], [5.21, 1.41, 1.28], [4.32, 1.64, -1.08], [4.16, -1.51, -1.20], [3.67, -1.37, -2.18], [3.63, -2.79, -0.55], [3.91, -3.98, -1.46], [3.45, -3.84, -2.43], [4.99, -4.10, -1.60], [3.52, -4.89, -1.02], [4.27, -3.00, 0.82], [5.34, -3.16, 0.72], [4.10, -2.12, 1.44], [3.83, -3.86, 1.32], [2.55, -2.71, -0.42], [5.23, -1.65, -1.38], [2.27, 0.62, -1.14], [2.02, -0.78, -0.09], [2.91, 0.58, 1.85], [-1.40, 1.55, 1.93], [-1.93, 3.36, 0.86], [-3.45, 3.24, 0.83], [-3.79, 2.41, 1.44], [-3.92, 4.16, 1.17], [-4.13, 2.92, -0.84], [-3.99, 4.58, -1.56], [-2.95, 4.90, -1.56], [-4.35, 4.50, -2.58], [-4.60, 5.27, -0.99], [-1.56, 3.89, -0.03], [-1.64, 3.96, 1.72], [-3.70, -0.93, -1.03], [-4.20, -1.75, 0.15], [-3.79, -1.35, 1.08], [-5.29, -1.67, 0.20], [-4.04, 0.10, -0.94], [-4.12, -1.34, -1.95], [-1.86, -0.47, -2.05], [-1.93, -4.32, -0.18], [-1.84, -2.91, 0.89], [-4.19, -3.61, -0.92], [-6.13, -4.69, 0.22], [-6.10, -4.95, 1.96]]}


{"formula": "C6H7N3O4", "method": "ωB97M-V/def2-TZVPD", "homo_energy_ev": -9.9, "gap_ev": 9.1, "lumo_energy_ha": -0.031, "relative_energy_kcal_mol": 121.49, "species": ["C", "C", "C", "C", "C", "C", "N", "N", "N", "O", "O", "O", "O", "H", "H", "H", "H", "H", "H", "H"], "positions_angstrom": [[-2.03, 0.93, 1.04], [-2.05, -0.41, 0.44], [-0.29, -1.21, -1.24], [1.45, 0.64, 0.67], [-0.82, -2.58, -1.43], [2.21, 1.94, 0.97], [-0.70, -0.66, 0.03], [0.04, 0.76, 0.46], [-0.88, 1.60, 0.98], [-0.59, 2.67, 1.53], [-3.03, -1.07, 0.24], [0.52, -0.66, -1.89], [2.01, -0.45, 0.51], [-3.03, 1.40, 1.25], [-0.63, -2.99, -2.43], [-1.89, -2.77, -1.21], [-0.19, -3.07, -0.78], [3.24, 1.71, 1.05], [1.58, 2.40, 1.85], [2.23, 2.65, 0.11]]}


{"formula": "C3H7NOSn", "method": "ωB97M-V/def2-TZVPD", "homo_energy_ev": -14.8, "gap_ev": 2.0, "charge": 2, "lumo_energy_ha": -0.470, "relative_energy_kcal_mol": 87.05, "species": ["Sn", "C", "C", "O", "N", "C", "H", "H", "H", "H", "H", "H", "H"], "positions_angstrom": [[-5.10, 21.21, 30.13], [-5.45, 19.62, 21.77], [-4.68, 20.65, 22.56], [-4.96, 20.77, 23.74], [-3.73, 21.39, 21.91], [-2.76, 22.20, 22.56], [-5.05, 18.62, 21.97], [-5.47, 19.90, 20.72], [-6.51, 19.65, 22.01], [-3.83, 21.36, 20.91], [-1.77, 22.09, 22.14], [-2.66, 21.73, 23.54], [-3.03, 23.26, 22.49]]}


{"formula": "C12H29Cl2IrN2PS", "method": "ωB97M-V/def2-TZVPD", "homo_energy_ev": [-1.0, -4.4], "gap_ev": [3.9, 6.7], "s2": 6.02, "spin_multiplicity": 5, "charge": -1, "lumo_energy_ha": [0.105, 0.086], "relative_energy_kcal_mol": 0.00, "species": ["Ir", "Cl", "Cl", "H", "H", "P", "C", "C", "C", "C", "H", "C", "H", "H", "H", "H", "H", "H", "H", "C", "C", "H", "H", "H", "H", "H", "H", "C", "H", "C", "H", "H", "H", "H", "H", "H", "S", "C", "N", "C", "C", "N", "H", "H", "H", "H", "H", "H"], "positions_angstrom": [[-2.76, 1.13, 0.48], [-1.17, -0.39, -0.13], [-1.72, 2.90, 1.45], [-3.24, 0.39, 1.84], [-3.60, 0.13, -0.43], [2.11, -0.38, -0.70], [2.23, -1.24, -2.37], [3.63, 0.65, -0.79], [2.76, -1.82, 0.31], [1.17, -0.65, -3.31], [1.92, -2.27, -2.11], [3.58, -1.33, -3.09], [3.97, -0.36, -3.40], [3.40, -1.92, -4.01], [4.36, -1.83, -2.51], [0.19, -0.61, -2.82], [1.11, -1.29, -4.20], [1.44, 0.37, -3.63], [2.15, -2.64, -0.09], [2.39, -1.61, 1.78], [4.23, -2.23, 0.17], [4.47, -2.64, -0.81], [4.42, -3.01, 0.92], [4.92, -1.41, 0.37], [1.34, -1.35, 1.89], [3.00, -0.82, 2.24], [2.58, -2.55, 2.31], [3.43, 1.82, -1.76], [4.38, -0.05, -1.19], [4.06, 1.17, 0.58], [3.33, 1.50, -2.80], [4.31, 2.47, -1.68], [2.54, 2.42, -1.52], [3.24, 1.64, 1.14], [4.82, 1.95, 0.42], [4.50, 0.40, 1.22], [-4.80, 1.88, 0.16], [-5.99, 1.41, 1.34], [-7.03, 0.57, 1.11], [-7.90, 0.43, 2.27], [-7.28, 1.39, 3.27], [-6.12, 1.92, 2.57], [-7.16, 0.10, 0.22], [-7.86, -0.60, 2.63], [-8.94, 0.71, 2.02], [-6.95, 0.86, 4.18], [-7.99, 2.20, 3.55], [-5.46, 2.60, 2.94]]}


{"formula": "C6H8N4", "method": "ωB97M-V/def2-TZVPD", "homo_energy_ev": -8.7, "gap_ev": 9.3, "smiles": "[H]/N=C(/N)Nc1ccccn1", "lumo_energy_ha": 0.023, "relative_energy_kcal_mol": 49.18, "species": ["C", "C", "C", "C", "C", "C", "H", "H", "H", "H", "H", "H", "H", "H", "N", "N", "N", "N"], "positions_angstrom": [[2.30, -0.04, -0.08], [-0.19, -0.35, -0.07], [-1.19, -1.29, 0.17], [-2.52, -0.79, 0.12], [-2.68, 0.53, -0.23], [-1.60, 1.40, -0.41], [2.90, 1.58, 0.95], [1.42, 1.16, 1.34], [3.13, -0.89, -1.74], [1.32, -1.76, 0.40], [-1.04, -2.21, 0.51], [-3.24, -1.30, 0.41], [-3.74, 0.88, -0.42], [-1.38, 2.35, -0.56], [2.33, 0.87, 0.98], [3.33, -0.21, -0.88], [1.17, -0.86, -0.09], [-0.32, 0.93, -0.40]]}


{"formula": "CH12O4Si4", "method": "ωB97M-V/def2-TZVPD", "homo_energy_ev": -8.8, "gap_ev": 9.0, "smiles": "C[Si@H](O)[Si@@H](O)[Si@@H](O)[SiH2]O", "lumo_energy_ha": 0.008, "relative_energy_kcal_mol": 0.00, "species": ["C", "O", "O", "O", "O", "Si", "Si", "Si", "Si", "H", "H", "H", "H", "H", "H", "H", "H", "H", "H", "H", "H"], "positions_angstrom": [[-1.86, -0.89, 1.46], [2.29, -1.84, -0.93], [-0.94, -2.00, -1.01], [1.09, 2.11, 1.20], [-1.95, 2.30, -0.66], [2.63, -0.55, 0.18], [-1.99, -0.98, -0.43], [1.31, 1.41, -0.33], [-0.99, 0.95, -1.14], [-2.66, -0.29, 1.81], [-1.90, -1.81, 2.09], [-0.85, -0.52, 1.85], [3.11, -2.26, -0.99], [-0.64, -2.62, -0.34], [1.02, 3.08, 1.31], [-2.76, 2.61, -1.20], [2.90, -0.80, 1.57], [4.00, -0.02, 0.00], [-3.43, -1.14, -0.79], [2.43, 2.32, -0.95], [-0.80, 0.93, -2.71]]}